A:
DFT (the ωB97M-V functional and the def2-TZVPD basis) results for C5H15N2S as an isolated structure.

Geometry as XYZ:
```
23
C5H15N2S the ωB97M-V functional and the def2-TZVPD basis
C -1.43 -0.12 0.50
N -0.15 0.25 -0.09
C 0.84 0.75 0.85
C 2.01 1.36 0.01
C 2.81 0.34 -0.74
S 1.54 -2.28 -0.17
C -2.60 -0.21 -0.49
N -3.85 -0.06 0.47
H -1.70 0.77 1.07
H -1.48 -0.97 1.19
H 0.34 -0.56 -0.48
H 0.35 1.56 1.37
H 1.26 -0.02 1.51
H 2.61 1.85 0.78
H 1.61 2.24 -0.48
H 3.30 -0.29 0.02
H 3.67 0.73 -1.28
H 2.26 -0.25 -1.47
H -2.65 0.74 -1.04
H -2.36 -0.88 -1.33
H -4.72 -0.36 0.01
H 1.75 -3.57 -0.50
H -3.40 -1.04 0.30
```

Results
E_HOMO ... -13.746 eV
HOMO-LUMO gap ... 4.2 eV
Molecular weight ... 135.3 g mol⁻¹
LUMO level ... -0.351 Ha
Net charge ... +1

B:
DFT (the ωB97M-V functional and the def2-TZVPD basis) results for an isolated ion of composition C5H15N2S and charge +1.

Geometry as XYZ:
```
23
C5H15N2S the ωB97M-V functional and the def2-TZVPD basis
C -0.90 -1.35 -1.98
C 0.34 -1.98 -1.34
N 0.71 -1.65 0.07
C 0.04 -0.62 0.82
C 0.75 0.72 0.74
N 0.39 1.43 -0.58
C 0.25 1.66 1.82
S -1.50 2.15 1.64
H -0.73 -1.21 -3.04
H -1.74 -2.06 -1.99
H -1.28 -0.52 -1.43
H 0.27 -3.07 -1.35
H 1.21 -1.72 -1.93
H 0.65 -2.49 0.64
H -1.06 -0.58 0.77
H 0.16 -0.92 1.86
H 1.81 0.53 0.74
H 0.50 2.44 -0.53
H -0.59 1.24 -0.76
H 0.89 1.05 -1.38
H 0.89 2.54 1.99
H 0.33 1.19 2.80
H -1.40 3.22 2.43
```

Results
E_HOMO ... -12.841 eV
HOMO-LUMO gap ... 9.6 eV
Molecular weight ... 135.3 g mol⁻¹
LUMO level ... -0.118 Ha
Net charge ... +1

It comes down to B, which is 0.2927 hartree more stable than the next structure.

A:
DFT (the ωB97M-V functional and the def2-TZVPD basis) results for C34H32OsS3SbSi as an isolated structure.

Geometry as XYZ:
```
72
C34H32OsS3SbSi the ωB97M-V functional and the def2-TZVPD basis
Os 0.69 1.94 0.39
S 4.27 4.28 1.08
C 2.85 3.66 0.60
S 2.55 2.78 -0.86
S 1.37 3.76 1.56
C -2.66 -0.23 -3.43
C -1.37 0.25 -3.25
C -1.08 1.03 -2.14
C -2.05 1.33 -1.19
C -3.35 0.86 -1.39
C -3.65 0.09 -2.50
Si -1.62 2.45 0.28
C -1.94 4.20 -0.36
C -3.15 4.85 -0.07
C -3.46 6.05 -0.69
C -2.58 6.62 -1.59
C -1.37 5.99 -1.87
C -1.06 4.79 -1.26
H -2.90 -0.83 -4.29
H -0.60 0.04 -3.99
H -0.06 1.44 -2.04
H -4.13 1.10 -0.68
H -4.66 -0.28 -2.65
H -2.45 2.17 1.48
H -3.85 4.41 0.63
H -4.39 6.55 -0.47
H -2.83 7.55 -2.08
H -0.67 6.45 -2.57
H -0.12 4.30 -1.50
C -0.82 -3.11 -1.36
C 0.37 -2.42 -1.95
C 0.82 -2.77 -3.22
C 1.95 -2.19 -3.78
C 2.67 -1.24 -3.08
C 2.24 -0.87 -1.81
C 1.10 -1.45 -1.26
Sb 0.71 -0.63 0.70
C 2.59 -1.08 1.59
C 3.27 -0.01 2.17
C 4.52 -0.21 2.75
C 5.08 -1.47 2.73
C 4.40 -2.53 2.15
C 3.15 -2.36 1.57
C 2.43 -3.54 0.97
C -0.89 -1.52 1.82
C -2.15 -1.41 1.22
C -3.27 -1.93 1.83
C -3.14 -2.56 3.06
C -1.90 -2.63 3.67
C -0.75 -2.10 3.08
C 0.55 -2.18 3.84
H -1.38 -3.64 -2.14
H -1.50 -2.41 -0.88
H -0.51 -3.85 -0.62
H 0.27 -3.52 -3.77
H 2.26 -2.48 -4.78
H 3.56 -0.79 -3.50
H 2.82 -0.15 -1.25
H 2.83 0.98 2.19
H 5.04 0.62 3.20
H 6.05 -1.64 3.18
H 4.85 -3.52 2.15
H 2.73 -4.47 1.47
H 2.68 -3.64 -0.09
H 1.35 -3.44 1.05
H -2.25 -0.92 0.26
H -4.24 -1.85 1.36
H -4.01 -2.97 3.56
H -1.81 -3.10 4.64
H 0.35 -2.41 4.89
H 1.08 -1.23 3.80
H 1.20 -2.95 3.44
```

Results
E_HOMO ... -11.417 eV
HOMO-LUMO gap ... 6.0 eV
Molecular weight ... 876.9 g mol⁻¹
LUMO level ... -0.201 Ha
Net charge ... +1

B:
DFT (the ωB97M-V functional and the def2-TZVPD basis) results for C34H32OsS3SbSi as an isolated structure.

Geometry as XYZ:
```
72
C34H32OsS3SbSi the ωB97M-V functional and the def2-TZVPD basis
Os 0.12 -1.27 -0.15
S -3.46 -3.82 0.58
C -2.21 -2.88 0.34
S -1.94 -1.78 -1.03
S -0.69 -2.79 1.31
C -0.54 -1.63 -6.36
C 0.09 -2.84 -6.09
C 0.38 -3.19 -4.78
C 0.05 -2.34 -3.72
C -0.59 -1.13 -4.01
C -0.88 -0.78 -5.32
Si 0.43 -2.99 -2.02
C 2.18 -3.65 -1.94
C 2.53 -4.52 -0.90
C 3.82 -5.00 -0.79
C 4.79 -4.63 -1.72
C 4.46 -3.78 -2.76
C 3.16 -3.29 -2.87
H -0.78 -1.36 -7.38
H 0.34 -3.51 -6.90
H 0.87 -4.14 -4.59
H -0.86 -0.46 -3.21
H -1.38 0.16 -5.52
H -0.44 -4.09 -1.59
H 1.78 -4.82 -0.17
H 4.08 -5.68 0.02
H 5.80 -5.02 -1.63
H 5.20 -3.51 -3.50
H 2.91 -2.63 -3.69
C -1.06 3.28 4.02
C 0.02 3.80 3.10
C 1.04 4.56 3.67
C 2.09 5.07 2.92
C 2.13 4.84 1.55
C 1.11 4.11 0.97
C 0.05 3.57 1.72
Sb -1.25 2.47 0.41
C -2.78 1.67 1.67
C -2.88 0.35 2.07
C -3.96 -0.09 2.84
C -4.95 0.81 3.18
C -4.87 2.13 2.77
C -3.80 2.58 2.01
C -3.73 4.03 1.58
C 0.30 0.90 0.22
C 0.69 0.71 -1.14
C 1.67 -0.21 -1.47
C 2.31 -0.96 -0.43
C 2.08 -0.64 0.92
C 1.06 0.26 1.26
C 0.71 0.47 2.71
H -0.65 3.10 5.01
H -1.51 2.36 3.67
H -1.86 4.02 4.14
H 1.02 4.73 4.74
H 2.86 5.65 3.40
H 2.93 5.25 0.95
H 1.14 3.97 -0.11
H -2.11 -0.37 1.81
H -4.01 -1.12 3.15
H -5.80 0.48 3.77
H -5.65 2.83 3.04
H -4.55 4.60 2.02
H -3.80 4.14 0.50
H -2.80 4.50 1.91
H 0.16 1.23 -1.92
H 1.91 -0.41 -2.50
H 3.03 -1.73 -0.69
H 2.59 -1.19 1.70
H 0.94 -0.42 3.30
H -0.34 0.72 2.84
H 1.29 1.31 3.09
```

Results
E_HOMO ... -11.193 eV
HOMO-LUMO gap ... 6.1 eV
Molecular weight ... 876.9 g mol⁻¹
LUMO level ... -0.186 Ha
Net charge ... +1

It comes down to B, which is 0.0852 hartree more stable than the next structure.

A:
DFT (the ωB97M-V functional and the def2-TZVPD basis) results for a 10-piece molecular cluster, H18NO12 overall.

Geometry as XYZ:
```
31
H18NO12 the ωB97M-V functional and the def2-TZVPD basis
N -7.25 -1.44 10.63
O -6.82 -0.31 10.83
O -8.23 -1.61 9.86
O -6.66 -2.36 11.15
O -8.64 1.56 9.95
H -9.00 1.33 9.08
H -8.26 0.71 10.29
O -4.89 -2.98 8.86
H -4.86 -2.59 9.74
H -4.15 -2.53 8.44
O -4.15 -1.80 12.28
H -4.27 -0.85 12.10
H -4.98 -2.14 11.97
O -9.02 0.01 7.30
H -8.23 0.09 7.85
H -9.12 -0.94 7.24
O -11.16 -2.70 10.34
H -10.24 -2.38 10.36
H -11.21 -3.08 9.46
O -6.16 -5.08 11.50
H -6.92 -4.49 11.33
H -5.72 -5.16 10.64
O -5.96 0.08 13.85
H -5.30 -0.62 14.03
H -6.19 -0.05 12.91
O -5.96 2.21 10.01
H -5.78 2.85 9.33
H -6.94 2.12 10.04
O -7.87 -3.95 8.09
H -8.02 -3.28 8.76
H -6.93 -4.17 8.24
```

Results
E_HOMO ... -7.270 eV
HOMO-LUMO gap ... 10.1 eV
Molecular weight ... 224.1 g mol⁻¹
LUMO level ... 0.105 Ha
Net charge ... -1

B:
DFT (the ωB97M-V functional and the def2-TZVPD basis) results for a 10-piece molecular cluster, H18NO12 overall.

Geometry as XYZ:
```
31
H18NO12 the ωB97M-V functional and the def2-TZVPD basis
N 0.14 0.48 0.20
O -0.11 0.93 -0.86
O 1.37 0.47 0.48
O -0.50 -0.47 0.68
O -0.06 -1.71 2.98
H -0.18 -1.34 2.09
H -0.62 -2.47 3.04
O -1.21 2.49 -2.79
H -1.78 1.89 -3.15
H -0.78 1.90 -2.21
O -3.14 1.34 1.38
H -2.63 2.20 1.49
H -2.67 0.74 0.80
O 0.39 -3.55 0.43
H 0.07 -4.35 0.15
H 0.36 -2.71 -0.16
O 1.92 3.29 -0.30
H 2.63 3.32 -0.99
H 1.57 2.29 -0.48
O -2.87 -0.77 -1.67
H -1.97 -1.00 -1.98
H -3.30 -1.57 -1.11
O 1.46 1.91 3.14
H 0.75 2.60 3.07
H 1.46 1.33 2.45
O -0.46 -1.99 -1.93
H -0.14 -1.26 -1.62
H -0.51 -2.07 -2.87
O 3.51 -1.06 0.10
H 4.33 -0.50 -0.30
H 2.92 -0.35 -0.05
```

Results
E_HOMO ... -6.825 eV
HOMO-LUMO gap ... 9.3 eV
Molecular weight ... 224.1 g mol⁻¹
LUMO level ... 0.092 Ha
Net charge ... -1

It comes down to A, which is 0.1563 hartree more stable than the next structure.